Entry from the Open Molecules 2025 dataset: the ion C12H17ClN with charge +1 (ωB97M-V/def2-TZVPD).

The HOMO energy is -11.5579 eV. The total charge is +1. Its spin multiplicity is 1. The value obtained for the electronic energy is -26722.9333 eV. Its structure (SMILES) is [NH2+]=CCCCC/C(Cl)=C1/C=CC=CC1. Its LUMO energy is -3.99 eV.

CARTESIAN COORDINATES (ANGSTROEM)
C (3.860, 0.137, 0.192)
C (3.081, 0.929, -0.562)
C (3.230, -1.070, 0.711)
C (1.783, 0.501, -1.152)
C (1.987, -1.434, 0.547)
C (1.071, -0.629, -0.337)
C (-2.934, 0.551, 0.100)
C (-2.619, -0.535, -0.983)
C (-2.220, 0.176, 1.387)
C (-1.169, -0.521, -1.629)
C (-0.751, 0.514, 1.438)
C (-0.195, -1.052, -0.545)
N (-0.392, 1.630, 1.007)
Cl (-0.692, -2.506, 0.297)
H (4.872, 0.438, 0.513)
H (3.331, 1.862, -1.162)
H (3.870, -1.667, 1.417)
H (1.924, 0.042, -2.044)
H (1.610, -2.297, 1.076)
H (-2.853, 1.623, -0.167)
H (-3.963, 0.395, 0.244)
H (-2.662, -1.463, -0.553)
H (-3.458, -0.455, -1.774)
H (-2.750, 0.745, 2.341)
H (-2.465, -0.838, 1.635)
H (-1.280, -1.214, -2.442)
H (-0.731, 0.489, -1.959)
H (-0.081, -0.021, 2.017)
H (1.161, 1.378, -1.198)
H (0.588, 2.026, 0.970)
H (-1.151, 2.265, 0.616)

Entry from the Open Molecules 2025 dataset: a structure of composition C12H17ClO2S (ωB97M-V/def2-TZVPD).

The HOMO energy is -8.0376 eV. Its spin multiplicity is 1. The value obtained for the electronic energy is -40159.9122 eV. Its LUMO energy is 0.08 eV.

CARTESIAN COORDINATES (ANGSTROEM)
C (-0.181, 0.449, 2.635)
C (1.213, 1.013, 2.815)
O (2.207, 0.362, 1.922)
C (2.373, 0.843, 0.704)
C (1.615, 0.179, -0.259)
C (1.792, -1.520, 0.062)
H (2.311, -1.972, -0.666)
H (2.411, -1.681, 0.782)
S (0.347, -2.522, 0.106)
C (-0.643, -2.146, -1.407)
C (-1.378, -1.110, -1.478)
C (-2.173, -0.751, -0.460)
C (-2.937, 0.716, -0.294)
C (-2.842, 1.392, -1.337)
C (-1.809, 1.307, -2.402)
C (-1.205, -0.014, -2.235)
H (-0.520, -0.003, -3.039)
H (-1.743, 1.983, -2.981)
Cl (-3.721, 2.955, -1.387)
H (-3.757, 0.599, 0.542)
H (-2.359, -1.397, 0.355)
H (0.114, -2.413, -2.116)
H (-1.334, -3.173, -1.553)
O (1.722, 0.217, -1.464)
H (2.839, 0.251, -2.029)
H (0.408, 0.216, -0.141)
H (3.465, 0.811, 0.536)
H (2.100, 1.747, 0.499)
H (1.631, 0.593, 4.015)
H (1.324, 2.047, 2.850)
H (-0.103, -0.676, 2.376)
H (-0.398, 0.984, 1.638)
H (-0.768, 0.713, 3.412)

Entry from the Open Molecules 2025 dataset: a cluster of 3 separate species, C12H17F7O6S in total (ωB97M-V/def2-TZVPD).

The HOMO energy is -9.2451 eV. Its spin multiplicity is 1. The value obtained for the electronic energy is -54859.3924 eV. Its LUMO energy is -0.50 eV.

CARTESIAN COORDINATES (ANGSTROEM)
C (-1.131, 0.425, 2.220)
C (-2.188, -0.171, 1.168)
F (-3.259, 0.744, 0.811)
C (-2.862, -1.571, 1.614)
S (-3.806, -1.228, 3.208)
C (-5.487, -0.424, 2.806)
O (-6.367, -1.028, 2.119)
O (-5.645, 0.847, 3.373)
H (-1.349, 0.186, 3.318)
H (-1.091, 1.572, 2.128)
H (-0.103, -0.065, 1.984)
H (-1.601, -0.356, 0.185)
H (-3.518, -2.043, 0.798)
H (-2.073, -2.366, 1.894)
H (-4.064, -2.436, 3.887)
C (2.826, -4.784, 1.761)
C (2.560, -4.927, 0.276)
O (1.559, -3.989, -0.152)
C (1.992, -2.734, -0.408)
O (3.138, -2.377, -0.294)
C (0.840, -1.861, -0.899)
F (-0.288, -2.023, -0.165)
F (0.503, -2.141, -2.176)
F (1.126, -0.544, -0.861)
H (1.896, -4.877, 2.329)
H (3.528, -5.548, 2.103)
H (3.244, -3.801, 1.994)
H (2.167, -5.925, 0.068)
H (3.476, -4.814, -0.311)
C (-0.600, 3.019, -2.342)
C (0.846, 2.889, -1.906)
O (1.692, 3.732, -2.703)
C (1.755, 5.031, -2.331)
O (1.152, 5.497, -1.396)
C (2.724, 5.797, -3.228)
F (2.561, 5.503, -4.538)
F (4.013, 5.517, -2.931)
F (2.589, 7.134, -3.120)
H (-0.698, 2.818, -3.412)
H (-1.234, 2.320, -1.791)
H (-0.974, 4.032, -2.173)
H (1.185, 1.862, -2.064)
H (0.968, 3.108, -0.841)

Entry from the Open Molecules 2025 dataset: a cluster of 2 separate species, C12H17F9O6PS in total (ωB97M-V/def2-TZVPD).

The HOMO energy is -14.3343 eV. The total charge is +1. Its spin multiplicity is 1. The value obtained for the electronic energy is -69580.4513 eV. Its LUMO energy is -3.77 eV.

CARTESIAN COORDINATES (ANGSTROEM)
C (1.336, 2.746, 1.371)
C (0.248, 1.689, 1.103)
C (0.718, 0.748, -0.021)
C (0.408, 1.225, -1.452)
C (-0.339, 2.577, -1.578)
S (-0.575, 0.059, -2.471)
C (0.350, -1.417, -3.076)
F (0.334, -1.336, -4.390)
F (-0.430, -2.454, -2.810)
C (1.784, -1.737, -2.583)
F (2.396, -0.789, -1.887)
F (1.697, -2.788, -1.757)
C (2.812, -2.179, -3.696)
F (3.958, -2.269, -3.031)
F (3.016, -1.220, -4.564)
C (2.564, -3.581, -4.346)
F (3.439, -4.431, -3.887)
F (2.754, -3.493, -5.638)
F (1.362, -4.073, -4.139)
P (-2.040, -0.750, -1.024)
O (-3.098, -1.202, -1.859)
O (-2.535, 0.503, -0.193)
O (-1.456, -1.892, -0.096)
H (2.195, 2.245, 1.821)
H (1.720, 3.206, 0.456)
H (0.997, 3.540, 2.034)
H (0.199, 1.063, 1.983)
H (-0.747, 2.088, 0.955)
H (0.367, -0.257, 0.229)
H (1.804, 0.693, 0.071)
H (1.348, 1.387, -1.980)
H (0.119, 3.342, -0.964)
H (-0.212, 2.895, -2.616)
H (-1.410, 2.479, -1.409)
H (-2.255, 0.383, 0.749)
H (-0.542, -2.146, -0.304)
C (-2.809, 0.987, 5.739)
C (-1.790, -0.124, 5.709)
O (-1.681, -0.398, 4.304)
C (-2.064, 0.709, 3.642)
O (-1.927, 0.866, 2.461)
O (-2.611, 1.616, 4.464)
H (-2.644, 1.692, 6.550)
H (-3.834, 0.618, 5.793)
H (-0.814, 0.189, 6.083)
H (-2.110, -1.008, 6.254)

Entry from the Open Molecules 2025 dataset: a cluster of 2 separate species, C12H17N in total (ωB97M-V/def2-TZVPD).

The HOMO energy is -8.0370 eV. Its spin multiplicity is 1. The value obtained for the electronic energy is -14209.5013 eV. Its structure (SMILES) is CCc1c[nH]c2ccccc12.CC. Its LUMO energy is 0.94 eV.

CARTESIAN COORDINATES (ANGSTROEM)
C (1.057, -3.017, 0.652)
C (1.200, -4.155, -0.345)
C (0.543, -1.745, 0.040)
C (-0.304, -1.618, -1.006)
C (1.033, -0.412, 0.323)
C (0.425, 0.443, -0.587)
C (1.838, 0.169, 1.319)
C (0.640, 1.832, -0.685)
C (2.178, 1.496, 1.166)
C (1.670, 2.280, 0.118)
N (-0.437, -0.289, -1.401)
H (0.464, -3.339, 1.518)
H (2.013, -2.792, 1.141)
H (2.030, -3.930, -1.018)
H (-0.873, -2.404, -1.479)
H (-0.410, -0.040, -2.379)
H (2.067, -0.329, 2.253)
H (0.152, 2.317, -1.518)
H (2.721, 1.974, 1.955)
H (1.987, 3.308, -0.015)
H (0.327, -4.213, -1.001)
H (1.295, -5.126, 0.134)
C (-2.543, 1.770, 0.427)
C (-2.782, 3.138, -0.216)
H (-3.531, 1.299, 0.538)
H (-2.108, 1.026, -0.237)
H (-2.051, 1.900, 1.382)
H (-3.610, 3.116, -0.930)
H (-1.886, 3.517, -0.707)
H (-3.105, 3.821, 0.558)

Entry from the Open Molecules 2025 dataset: a cluster of 2 separate species, C12H17N in total (ωB97M-V/def2-TZVPD).

The HOMO energy is -7.7868 eV. Its spin multiplicity is 1. The value obtained for the electronic energy is -14209.1550 eV. Its structure (SMILES) is CCc1c[nH]c2ccccc12.CC. Its LUMO energy is 0.93 eV.

CARTESIAN COORDINATES (ANGSTROEM)
C (1.883, -0.916, 1.771)
C (1.422, -2.201, 1.075)
H (1.002, -0.374, 2.101)
H (2.529, -1.266, 2.573)
H (2.505, -0.274, 1.148)
H (2.123, -2.668, 0.369)
H (1.362, -2.972, 1.846)
H (0.525, -2.213, 0.461)
C (-1.724, -0.569, 1.741)
C (-3.002, -1.090, 1.026)
C (-0.907, 0.320, 0.838)
C (-0.532, 1.544, 1.304)
C (-0.405, 0.235, -0.504)
C (0.376, 1.376, -0.726)
C (-0.449, -0.796, -1.466)
C (1.270, 1.455, -1.791)
C (0.400, -0.657, -2.536)
C (1.254, 0.448, -2.745)
N (0.372, 2.132, 0.426)
H (-2.041, 0.101, 2.539)
H (-1.226, -1.444, 2.156)
H (-3.794, -0.353, 1.009)
H (-0.796, 2.128, 2.124)
H (0.957, 2.920, 0.625)
H (-1.105, -1.651, -1.439)
H (1.909, 2.305, -1.992)
H (0.412, -1.378, -3.348)
H (1.618, 0.688, -3.720)
H (-3.294, -2.002, 1.561)
H (-2.807, -1.518, 0.048)

- Which value of LUMO does entry 1 give?
  -3.99 eV